No. 1
# C21H69N21O12

A cluster of 12 separate species, C21H69N21O12 in total in a non-equilibrium geometry (wB97M-V/def2-TZVPD, the Open Molecules 2025 dataset).

Atoms and positions in Å:
C: 6.289 32.764 16.115
O: 7.663 32.530 16.394
C: 7.923 32.509 17.776
C: 7.485 31.232 18.580
C: 6.228 31.295 19.415
N: 8.560 30.450 19.234
H: 6.213 32.718 15.029
H: 5.970 33.732 16.505
H: 5.664 31.948 16.490
H: 9.007 32.379 17.853
H: 7.617 33.402 18.322
H: 7.174 30.601 17.729
H: 5.422 31.886 18.985
H: 6.571 31.745 20.349
H: 5.873 30.268 19.509
H: 9.365 30.642 18.648
H: 8.426 29.453 19.107
C: 8.690 27.237 26.535
O: 8.982 28.551 26.961
C: 10.167 29.134 26.454
C: 10.399 30.412 27.293
C: 10.701 30.070 28.770
N: 9.410 31.470 27.169
H: 7.708 26.960 26.917
H: 9.352 26.529 27.052
H: 8.825 27.147 25.457
H: 11.073 28.525 26.400
H: 10.055 29.495 25.423
H: 11.363 30.709 26.862
H: 10.894 30.992 29.322
H: 11.629 29.495 28.709
H: 9.913 29.487 29.241
H: 9.515 32.277 27.769
H: 8.497 31.133 27.460
C: 7.173 34.009 27.113
O: 8.429 34.130 27.795
C: 8.249 33.775 29.177
C: 9.360 34.352 29.983
C: 9.483 33.822 31.414
N: 9.239 35.842 30.207
H: 6.531 33.260 27.574
H: 7.224 33.863 26.034
H: 6.653 34.973 27.138
H: 7.259 33.994 29.582
H: 8.401 32.690 29.205
H: 10.283 34.232 29.398
H: 10.248 34.341 31.994
H: 9.988 32.844 31.446
H: 8.541 33.769 31.952
H: 9.542 36.152 29.274
H: 10.092 36.119 30.688
N: 9.253 32.048 21.741
C: 8.669 31.857 22.928
N: 9.493 32.140 23.983
O: 7.527 31.378 23.052
H: 10.172 32.473 21.703
H: 8.825 31.728 20.881
H: 9.213 32.113 24.952
H: 10.405 32.513 23.788
N: 4.531 29.347 26.879
C: 5.188 30.230 26.071
N: 6.537 29.955 26.008
O: 4.675 31.168 25.478
H: 4.999 28.501 27.139
H: 3.541 29.405 27.030
H: 7.014 30.451 25.267
H: 6.895 29.617 26.880
N: 14.222 32.966 21.035
C: 13.158 33.149 21.869
N: 13.560 33.269 23.187
O: 11.959 32.966 21.612
H: 15.100 33.230 21.429
H: 13.965 32.986 20.050
H: 12.845 33.415 23.901
H: 14.513 33.487 23.403
N: 10.463 36.008 23.026
C: 9.693 36.652 23.921
N: 9.874 36.281 25.214
O: 8.830 37.491 23.639
H: 11.161 35.415 23.441
H: 10.325 36.106 22.041
H: 10.560 35.580 25.467
H: 9.467 36.797 25.968
N: 11.655 35.228 18.456
C: 10.346 35.468 18.806
N: 9.823 34.440 19.524
O: 9.650 36.397 18.409
H: 12.179 35.950 17.999
H: 11.967 34.274 18.473
H: 8.864 34.481 19.848
H: 10.482 33.914 20.072
N: 6.654 28.968 21.799
C: 5.308 28.899 22.000
N: 4.858 29.842 22.851
O: 4.549 28.060 21.484
H: 6.966 29.928 21.932
H: 6.959 28.259 21.155
H: 5.542 30.454 23.266
H: 3.901 29.775 23.142
N: 13.458 35.008 26.997
C: 12.529 34.143 26.492
N: 12.123 33.227 27.400
O: 12.050 34.355 25.371
H: 13.687 35.736 26.338
H: 14.034 34.844 27.798
H: 12.637 33.296 28.256
H: 11.404 32.529 27.300
N: 4.842 34.762 20.298
C: 5.764 34.148 21.096
N: 5.201 33.315 22.001
O: 6.987 34.243 20.965
H: 3.881 34.837 20.570
H: 5.197 35.435 19.639
H: 4.209 33.426 22.080
H: 5.783 32.775 22.620
N: 12.169 32.493 16.598
C: 12.602 32.702 17.867
N: 12.027 31.939 18.817
O: 13.358 33.610 18.259
H: 12.721 32.958 15.900
H: 11.445 31.821 16.441
H: 12.301 32.156 19.762
H: 11.457 31.130 18.674

Summary:
Relative energy (zero: lowest compared OMol25 entry of this formula, charge and spin) = 56.27 kcal/mol
Kohn-Sham gap = 8.2025 eV
Molar mass = 807.9 g/mol

=====

No. 2
# C18H17N3O3S

The molecule C18H17N3O3S in a non-equilibrium geometry (wB97M-V/def2-TZVPD, the Open Molecules 2025 dataset).

Atoms and positions in Å:
C: 5.734 -2.237 4.308
C: 4.594 -2.350 3.342
C: 4.302 -3.579 2.753
C: 3.260 -3.733 1.858
C: 2.504 -2.621 1.553
S: 1.138 -2.495 0.467
C: 1.063 -0.772 0.899
N: 0.059 -0.016 0.399
N: 0.149 1.370 0.560
C: -0.609 2.314 -0.053
O: -0.334 3.490 0.077
C: -1.755 1.823 -0.869
C: -2.619 0.826 -0.418
C: -3.687 0.432 -1.199
C: -3.915 1.023 -2.437
C: -3.081 2.063 -2.868
C: -2.008 2.451 -2.081
O: -3.298 2.721 -4.049
C: -4.587 2.503 -4.579
C: -4.930 1.016 -4.529
O: -4.959 0.567 -3.191
N: 1.941 -0.356 1.735
C: 2.778 -1.366 2.134
C: 3.831 -1.225 3.037
C: 4.109 0.112 3.649
H: 6.231 -3.196 4.433
H: 5.379 -1.901 5.281
H: 6.465 -1.510 3.955
H: 4.907 -4.438 3.004
H: 3.045 -4.690 1.409
H: -0.396 -0.312 -0.456
H: 0.944 1.658 1.121
H: -2.475 0.376 0.552
H: -4.364 -0.341 -0.872
H: -1.373 3.255 -2.418
H: -5.331 3.066 -3.999
H: -4.566 2.872 -5.606
H: -4.177 0.451 -5.095
H: -5.921 0.821 -4.942
H: 4.042 0.057 4.735
H: 3.389 0.838 3.286
H: 5.113 0.448 3.393

Summary:
Relative energy (zero: lowest compared OMol25 entry of this formula, charge and spin) = 55.41 kcal/mol
Kohn-Sham gap = 8.3824 eV
Molar mass = 355.4 g/mol

=====

No. 3
# C42H62N5O4PPbSeTe

A structure of composition C42H62N5O4PPbSeTe in a non-equilibrium geometry (wB97M-V/def2-TZVPD, the Open Molecules 2025 dataset).

Atoms and positions in Å:
Pb: -1.891 -1.989 0.044
C: 2.180 -5.036 -3.025
C: 1.129 -5.058 -4.008
C: -0.030 -4.384 -3.765
C: -0.211 -3.604 -2.594
C: 0.970 -3.310 -1.697
C: 2.089 -4.288 -1.912
N: -1.362 -3.043 -2.237
N: -2.347 -3.031 -3.084
C: -3.535 -2.479 -2.626
C: -4.556 -2.408 -3.591
C: -5.808 -1.910 -3.273
C: -6.062 -1.456 -1.986
C: -5.044 -1.503 -1.034
C: -3.781 -2.007 -1.308
H: 3.042 -5.682 -3.178
H: 1.239 -5.683 -4.886
H: -0.879 -4.471 -4.431
H: 0.646 -3.367 -0.651
H: 2.829 -4.361 -1.123
H: -4.331 -2.740 -4.598
H: -6.587 -1.884 -4.028
H: -7.039 -1.057 -1.730
H: -5.248 -1.122 -0.037
Te: -2.547 -4.207 1.853
O: -0.386 -5.075 4.037
C: 0.110 -4.863 2.949
O: -0.469 -4.557 1.831
H: 1.210 -4.935 2.806
O: 1.731 -1.860 1.592
C: 0.679 -1.894 2.018
C: -2.822 1.287 0.331
O: -2.586 0.181 1.093
H: -3.864 1.671 0.429
H: -2.654 1.135 -0.755
H: -2.164 2.150 0.625
C: -3.173 -1.272 5.246
C: -2.846 0.099 5.828
C: -3.705 1.215 5.232
C: -3.340 1.597 3.794
N: -2.118 2.384 3.714
C: -0.904 1.910 3.245
Se: -0.539 0.173 2.932
N: -0.073 3.018 3.128
C: 1.220 3.046 2.464
C: 2.279 2.093 3.016
C: 2.505 2.202 4.519
C: 3.111 3.538 4.947
C: -0.783 4.160 3.443
C: -0.439 5.499 3.437
C: -1.411 6.427 3.810
C: -2.687 6.021 4.171
C: -3.040 4.674 4.183
C: -2.074 3.751 3.817
H: -2.573 -2.048 5.723
H: -2.945 -1.307 4.181
H: -4.230 -1.510 5.387
H: -1.790 0.321 5.648
H: -3.000 0.083 6.913
H: -3.621 2.112 5.858
H: -4.754 0.899 5.242
H: -4.143 2.205 3.368
H: -3.198 0.726 3.144
H: 1.583 4.072 2.534
H: 1.077 2.813 1.404
H: 3.214 2.296 2.482
H: 1.979 1.074 2.782
H: 3.172 1.389 4.818
H: 1.557 2.044 5.038
H: 4.035 3.735 4.398
H: 3.340 3.536 6.014
H: 2.418 4.361 4.756
H: 0.547 5.831 3.137
H: -1.161 7.481 3.809
H: -3.426 6.764 4.445
H: -4.038 4.359 4.454
C: 2.099 0.479 -5.360
C: 1.791 -0.824 -4.622
C: 2.759 -1.907 -5.115
C: 0.368 -1.283 -4.986
P: 1.964 -0.775 -2.702
N: 1.398 -1.905 -1.834
C: 1.057 0.809 -2.103
C: 0.786 0.683 -0.600
C: -0.319 0.788 -2.786
C: 1.738 2.154 -2.370
C: 3.854 -0.529 -2.329
C: 3.893 -0.176 -0.833
C: 4.563 -1.879 -2.469
C: 4.623 0.530 -3.119
H: 1.996 0.300 -6.436
H: 3.113 0.831 -5.174
H: 1.402 1.272 -5.090
H: 2.521 -2.164 -6.151
H: 2.667 -2.814 -4.516
H: 3.792 -1.560 -5.095
H: 0.390 -1.830 -5.933
H: -0.319 -0.448 -5.106
H: -0.043 -1.954 -4.236
H: 0.457 -0.325 -0.368
H: -0.024 1.361 -0.316
H: 1.654 0.911 0.018
H: -0.744 -0.218 -2.764
H: -0.270 1.138 -3.817
H: -1.005 1.443 -2.244
H: 2.619 2.288 -1.742
H: 1.031 2.951 -2.118
H: 2.032 2.284 -3.412
H: 3.180 -0.796 -0.288
H: 3.654 0.873 -0.660
H: 4.892 -0.361 -0.427
H: 3.933 -2.672 -2.075
H: 5.499 -1.864 -1.901
H: 4.809 -2.127 -3.499
H: 4.102 1.487 -3.148
H: 4.813 0.206 -4.144
H: 5.596 0.693 -2.643

Summary:
Relative energy (zero: lowest compared OMol25 entry of this formula, charge and spin) = 21.28 kcal/mol
Kohn-Sham gap = 4.5920 eV
Molar mass = 1145.7 g/mol
Charge = -2

=====

No. 4
# C14H16O

A cluster of 2 separate species, C14H16O in total in a non-equilibrium geometry (wB97M-V/def2-TZVPD, the Open Molecules 2025 dataset).

Atoms and positions in Å:
C: 1.804 -0.394 -2.406
C: 0.356 -0.211 -2.119
C: -0.419 -1.471 -2.254
C: -1.697 -1.595 -1.856
C: -2.151 -0.423 -1.255
O: -3.453 -0.442 -0.644
C: -1.471 0.795 -0.978
C: -0.214 0.875 -1.487
H: 2.232 0.195 -3.213
H: 2.059 -1.366 -2.792
H: 2.439 0.005 -1.558
H: 0.198 -2.345 -2.645
H: -2.335 -2.489 -1.816
H: -3.801 0.496 -0.513
H: -1.951 1.648 -0.407
H: 0.252 1.759 -1.262
C: 1.496 -1.743 2.043
C: 0.684 -0.465 1.663
C: -0.605 -0.154 2.058
C: -1.096 1.173 2.126
C: -0.259 2.225 1.725
C: 1.004 2.026 1.178
C: 1.443 0.674 1.200
H: 2.218 -1.467 2.902
H: 2.119 -1.793 1.225
H: 0.756 -2.576 2.187
H: -1.161 -0.783 2.702
H: -1.962 1.357 2.808
H: -0.650 3.346 1.802
H: 1.772 2.733 0.816
H: 2.396 0.410 0.771

Summary:
Relative energy (zero: lowest compared OMol25 entry of this formula, charge and spin) = 62.95 kcal/mol
Kohn-Sham gap = 8.7359 eV
Molar mass = 200.3 g/mol

=====

No. 5
# H80O40

A cluster of 40 separate species, H80O40 in total in a non-equilibrium geometry (wB97M-V/def2-TZVPD, the Open Molecules 2025 dataset).

Atoms and positions in Å:
H: 3.531 -1.254 5.417
H: 4.919 -1.512 4.758
O: 4.102 -1.002 4.695
H: -0.708 -3.715 4.249
H: -1.999 -3.623 3.407
O: -1.256 -4.218 3.606
H: -5.512 -1.892 2.987
H: -5.212 -0.437 3.534
O: -5.447 -0.955 2.756
H: 3.643 4.978 1.956
H: 3.104 3.803 1.170
O: 3.427 4.049 2.095
H: 0.182 -1.001 -3.862
H: -0.470 0.228 -4.317
O: 0.315 -0.036 -3.833
H: 0.417 1.763 -0.028
O: -0.148 2.465 -0.444
H: -6.202 0.950 0.022
O: -6.797 0.557 -0.663
H: 5.575 -0.374 -1.524
H: 6.624 -0.057 -0.528
O: 6.060 -0.784 -0.802
H: -4.025 3.367 -1.909
H: -2.897 2.410 -1.411
O: -3.857 2.542 -1.461
H: -1.489 5.821 1.685
H: -2.715 5.009 1.553
O: -2.364 5.741 2.061
H: 2.255 -2.280 0.378
H: 1.063 -2.923 -0.431
O: 1.299 -2.387 0.322
H: 2.223 -1.930 -5.739
O: 1.302 -2.189 -5.923
H: 4.081 1.101 -0.135
H: 4.024 -0.073 0.455
O: 3.634 0.266 -0.405
H: -2.318 -0.962 0.556
H: -2.037 0.303 -0.299
O: -2.718 -0.154 0.191
H: 1.031 2.834 3.772
H: 0.712 2.704 5.391
O: 1.026 2.258 4.596
H: 3.461 0.828 4.282
H: 3.826 2.227 3.525
O: 4.157 1.514 4.065
H: -0.680 -0.896 -2.035
H: -0.456 -0.964 -0.645
O: 0.063 -1.084 -1.449
H: 1.738 -3.719 -2.423
H: 1.185 -5.240 -2.376
O: 1.935 -4.663 -2.357
H: -1.216 -2.974 -3.520
O: -1.514 -2.162 -3.070
H: -0.615 0.500 4.645
H: -0.722 0.877 3.161
O: -1.214 0.464 3.880
H: 0.249 6.758 -1.622
O: 0.387 6.126 -0.918
H: -4.519 0.067 -3.687
H: -3.763 -0.596 -2.552
O: -3.673 -0.355 -3.485
H: 3.971 -2.607 -3.266
H: 3.313 -1.570 -2.417
O: 3.103 -2.248 -3.070
H: -1.615 -4.673 -4.177
H: -0.226 -5.446 -4.172
O: -0.836 -4.976 -3.591
H: -5.503 -1.603 0.628
H: -6.190 -0.951 -0.492
O: -5.935 -1.849 -0.222
H: 2.460 3.148 -0.947
H: 1.150 3.287 -0.101
O: 2.199 3.416 -0.061
H: 1.136 -2.152 2.997
H: 0.278 -1.612 4.141
O: 0.866 -2.334 3.900
H: 3.110 2.754 -4.590
H: 1.647 2.525 -4.025
O: 2.422 3.076 -4.016
H: 3.671 0.202 -4.214
H: 2.118 0.257 -4.640
O: 3.006 -0.106 -4.856
H: 5.865 3.068 0.225
H: 4.584 2.395 0.973
O: 5.016 2.616 0.149
H: -0.737 -4.869 0.433
H: -0.815 -5.356 -1.176
O: -0.750 -4.690 -0.497
H: -4.092 4.249 2.919
O: -4.009 3.541 3.565
H: -5.356 -2.536 -1.975
H: -3.957 -3.080 -1.586
O: -4.510 -2.870 -2.334
H: -2.345 -1.916 -3.498
H: -0.306 1.885 -1.211
H: 0.540 5.272 -1.341
H: -6.233 0.468 -1.485
H: 1.450 -3.114 -5.719
H: -3.325 2.858 3.410
O: -3.506 -2.771 2.260
H: -3.667 -2.960 1.313
H: -3.152 -1.887 2.375
O: 1.084 1.022 2.038
H: 1.622 1.627 2.679
H: 1.833 0.472 1.784
O: 2.166 0.898 -2.458
H: 1.274 0.499 -2.623
H: 2.423 0.786 -1.493
O: -1.075 -2.590 1.307
H: -0.745 -2.389 2.171
H: -1.232 -3.480 1.041
O: -4.305 1.297 1.115
H: -3.468 0.741 1.307
H: -4.382 1.886 1.887
O: -0.216 3.868 2.117
H: 0.745 3.935 2.050
H: -0.521 4.338 1.338
O: 4.649 -1.868 1.600
H: 4.968 -2.689 1.971
H: 5.335 -1.286 1.239

Summary:
Relative energy (zero: lowest compared OMol25 entry of this formula, charge and spin) = 218.79 kcal/mol
Kohn-Sham gap = 9.9152 eV
Molar mass = 720.6 g/mol

=====

What did the fourth record say?
# C14H16O

A cluster of 2 separate species, C14H16O in total in a non-equilibrium geometry (wB97M-V/def2-TZVPD, the Open Molecules 2025 dataset).

Atoms and positions in Å:
C: 1.804 -0.394 -2.406
C: 0.356 -0.211 -2.119
C: -0.419 -1.471 -2.254
C: -1.697 -1.595 -1.856
C: -2.151 -0.423 -1.255
O: -3.453 -0.442 -0.644
C: -1.471 0.795 -0.978
C: -0.214 0.875 -1.487
H: 2.232 0.195 -3.213
H: 2.059 -1.366 -2.792
H: 2.439 0.005 -1.558
H: 0.198 -2.345 -2.645
H: -2.335 -2.489 -1.816
H: -3.801 0.496 -0.513
H: -1.951 1.648 -0.407
H: 0.252 1.759 -1.262
C: 1.496 -1.743 2.043
C: 0.684 -0.465 1.663
C: -0.605 -0.154 2.058
C: -1.096 1.173 2.126
C: -0.259 2.225 1.725
C: 1.004 2.026 1.178
C: 1.443 0.674 1.200
H: 2.218 -1.467 2.902
H: 2.119 -1.793 1.225
H: 0.756 -2.576 2.187
H: -1.161 -0.783 2.702
H: -1.962 1.357 2.808
H: -0.650 3.346 1.802
H: 1.772 2.733 0.816
H: 2.396 0.410 0.771

Summary:
Relative energy (zero: lowest compared OMol25 entry of this formula, charge and spin) = 62.95 kcal/mol
Kohn-Sham gap = 8.7359 eV
Molar mass = 200.3 g/mol

=====

Question: Which of these has the highest molar mass?
Answer: C42H62N5O4PPbSeTe

=====

Question: Which of these has the highest Kohn-Sham gap?
Answer: H80O40

=====

Question: Look up the relative energy (zero: lowest compared OMol25 entry of this formula, charge and spin) of the second one.
Answer: 55.41 kcal/mol